This record from the OMol25 dataset describes a structure of composition C21H22BBr33N2O3 at a distorted geometry. The level of theory is the ωB97M-V functional and the def2-TZVPD basis.

XYZ file:
```
82
Properties=species:S:1:pos:R:3:mulliken_charge:R:1
C -0.794 4.374 -0.982 -0.370
N -1.767 3.254 -1.065 -0.084
C -1.174 2.005 -0.484 -0.490
B -2.132 3.032 -2.490 0.559
O -3.439 2.622 -2.863 -0.409
C -0.959 3.234 -3.595 0.557
C -1.049 4.167 -4.732 -0.817
C 0.027 4.301 -5.734 -1.072
C 1.184 3.459 -5.541 0.047
C 1.306 2.550 -4.397 0.645
C 0.260 2.411 -3.416 0.354
C 2.694 1.873 -4.525 -0.338
O 3.148 1.226 -3.615 -0.517
N 3.281 2.196 -5.808 -0.141
C 2.476 3.282 -6.368 0.120
O 2.830 3.878 -7.340 -0.547
H -1.129 5.249 -1.607 0.232
H 0.255 4.108 -1.279 -0.188
H -0.771 4.705 0.097 0.250
H -1.130 1.210 -1.281 0.217
H -1.762 1.611 0.380 0.030
H -0.111 2.240 -0.193 0.228
H -3.497 1.650 -2.863 0.281
H -1.977 4.812 -4.841 0.525
H -0.030 4.985 -6.605 0.429
H 0.403 1.699 -2.580 0.273
H 3.232 1.309 -6.327 0.205
C 3.083 -1.652 -5.318 -0.192
Br 3.223 -3.501 -4.760 0.034
Br 4.294 -1.245 -6.770 -0.026
Br 1.259 -1.173 -5.753 0.027
H 3.380 -1.037 -4.473 0.175
C 1.579 -3.196 -1.185 0.690
Br 1.364 -3.375 0.730 0.044
Br 0.019 -3.822 -2.141 0.000
Br 2.049 -1.384 -1.681 0.085
H 2.408 -3.828 -1.484 -0.783
C 3.322 3.956 0.658 -0.416
Br 2.631 3.603 -1.111 0.028
Br 2.102 5.016 1.721 -0.044
Br 3.819 2.322 1.564 -0.010
H 4.227 4.542 0.536 0.433
C -4.970 4.221 -6.398 -0.341
Br -5.412 2.550 -5.538 -0.010
Br -5.824 5.724 -5.533 -0.014
Br -3.051 4.476 -6.547 0.010
H -5.364 4.169 -7.407 0.331
C 1.014 -6.190 3.981 -0.267
Br -0.838 -6.259 4.544 0.003
Br 1.823 -4.473 4.364 -0.050
Br 2.044 -7.650 4.721 -0.055
H 1.022 -6.311 2.903 0.323
C 5.133 -6.470 -2.926 -0.343
Br 4.367 -6.720 -4.685 -0.046
Br 3.892 -5.594 -1.731 0.020
Br 5.805 -8.125 -2.190 -0.051
H 5.983 -5.805 -3.040 0.396
C -3.264 -3.867 7.380 0.454
Br -4.309 -2.469 8.214 -0.036
Br -3.854 -4.222 5.574 0.000
Br -1.369 -3.491 7.455 -0.008
H -3.431 -4.776 7.951 -0.402
C -2.572 -1.705 1.998 -0.380
Br -4.431 -1.726 2.532 -0.054
Br -1.720 -0.019 2.389 0.093
Br -1.575 -3.175 2.748 0.127
H -2.552 -1.828 0.920 0.322
C -5.320 -7.496 8.538 -0.335
Br -6.357 -6.094 9.373 -0.002
Br -5.901 -7.840 6.727 0.000
Br -3.423 -7.126 8.623 -0.038
H -5.493 -8.403 9.106 0.348
C 4.514 2.700 5.597 -0.099
Br 4.066 4.541 5.981 -0.022
Br 6.087 2.126 6.564 -0.027
Br 3.013 1.519 5.901 0.047
H 4.752 2.645 4.540 0.093
C -2.090 3.373 5.472 -0.383
Br -2.133 1.568 6.170 -0.005
Br -0.771 3.567 4.068 0.067
Br -3.840 3.967 4.902 -0.032
H -1.784 4.020 6.286 0.339
```

Frontier orbital gap ... 8.18 eV
E_HOMO ... -0.3242 Eh
Charge ... 0
Spin multiplicity ... 1
LUMO energy ... -0.6426 eV